# 1
{
  "formula": "C5H6O",
  "method": "ωB97M-V with the def2-TZVPD basis set",
  "symbols": ["C", "C", "C", "O", "C", "C", "H", "H", "H", "H", "H", "H"],
  "positions_angstrom": [[-1.807, -0.115, -0.697], [-0.610, 0.294, 0.721], [0.564, 0.147, -0.150], [0.370, 0.122, -1.352], [1.920, -0.056, 0.308], [3.080, -0.240, 0.585], [-2.715, 0.184, -0.215], [-1.726, -1.181, -0.927], [-1.775, 0.398, -1.700], [-0.398, -0.032, 1.795], [-0.965, 1.313, 0.812], [4.102, -0.401, 0.833]],
  "forces_ev_per_a": [[-0.179, -0.109, 1.784], [-1.082, -0.067, -1.647], [0.169, 0.199, -1.136], [1.835, 0.065, -0.278], [1.158, -0.052, 0.606], [-0.952, 0.150, -0.109], [-0.879, -0.440, 0.188], [-0.165, 0.196, 0.481], [0.702, 0.061, 1.719], [-1.151, -0.543, -1.578], [0.529, 0.545, -0.037], [0.015, -0.005, 0.007]],
  "lowdin_charge": [-0.007, -0.031, -0.505, 0.036, -0.034, 0.149, 0.021, 0.054, 0.078, 0.122, 0.084, 0.033],
  "homo_energy_ha": -0.3568,
  "lumo_ev": 0.226
}

***

# 2
{
  "formula": "C5H6O",
  "method": "ωB97M-V with the def2-TZVPD basis set",
  "symbols": ["C", "C", "O", "C", "C", "C", "H", "H", "H", "H", "H", "H"],
  "positions_angstrom": [[-1.221, 0.932, 0.111], [-0.890, -0.513, -0.202], [-1.624, -1.419, 0.116], [0.464, -0.808, -0.863], [1.470, -0.253, 0.044], [2.074, 0.120, 1.016], [-2.306, 1.052, 0.102], [-0.748, 1.640, -0.576], [-0.860, 1.166, 1.119], [0.504, -0.411, -1.885], [0.577, -1.895, -0.908], [2.560, 0.390, 1.926]],
  "forces_ev_per_a": [[-0.085, 0.028, -0.023], [-0.281, -0.170, 0.109], [0.195, 0.304, -0.214], [-0.007, -0.111, 0.038], [0.219, 0.086, 0.610], [-0.213, -0.212, -0.365], [0.125, -0.003, -0.012], [-0.049, -0.165, 0.057], [-0.036, -0.088, -0.167], [0.041, 0.092, 0.268], [-0.040, 0.145, -0.074], [0.130, 0.092, -0.226]],
  "lowdin_charge": [-0.019, -0.447, 0.087, -0.135, -0.145, 0.121, 0.085, 0.085, 0.089, 0.125, 0.123, 0.031],
  "homo_energy_ha": -0.3552,
  "lumo_ev": 0.898,
  "smiles": "C#CCC(C)=O"
}

***

# 3
{
  "formula": "C5H6O",
  "method": "ωB97M-V with the def2-TZVPD basis set",
  "symbols": ["C", "C", "C", "C", "C", "O", "H", "H", "H", "H", "H", "H"],
  "positions_angstrom": [[-0.283, 2.077, -0.597], [-0.006, 0.645, -0.259], [-0.529, -0.264, 0.521], [-0.783, -1.379, 1.164], [1.645, -1.909, -0.529], [1.814, -2.992, -0.235], [-1.122, 2.526, -0.065], [-0.464, 2.155, -1.676], [0.621, 2.665, -0.394], [-1.427, -2.145, 0.736], [-0.314, -1.605, 2.119], [0.848, 0.225, -0.786]],
  "forces_ev_per_a": [[-0.080, 0.071, 0.036], [0.010, -0.203, 0.063], [0.177, -0.032, -0.126], [-0.046, 0.179, -0.037], [0.459, -1.420, 0.198], [-0.161, 1.041, -0.281], [0.059, -0.153, 0.006], [-0.046, 0.038, 0.195], [-0.208, -0.031, 0.013], [-0.039, 0.211, 0.100], [-0.168, 0.151, -0.078], [0.042, 0.148, -0.088]],
  "lowdin_charge": [-0.101, -0.201, -0.144, -0.038, 0.036, 0.062, 0.071, 0.074, 0.074, 0.063, 0.063, 0.043],
  "homo_energy_ha": -0.3473,
  "lumo_ev": 0.948
}

***

# 4
{
  "formula": "C5H6O",
  "method": "ωB97M-V with the def2-TZVPD basis set",
  "symbols": ["C", "C", "O", "C", "C", "C", "H", "H", "H", "H", "H", "H"],
  "positions_angstrom": [[-1.050, 0.934, 0.241], [-0.372, -0.393, 0.486], [-0.793, -1.352, 1.075], [0.483, -0.843, -1.251], [1.353, -0.420, -0.271], [1.455, 0.071, 0.874], [-2.013, 0.741, -0.240], [-0.452, 1.602, -0.378], [-1.242, 1.407, 1.209], [0.312, -0.211, -2.119], [0.291, -1.906, -1.358], [2.026, 0.368, 1.732]],
  "forces_ev_per_a": [[-0.026, 0.055, -0.025], [-0.531, -0.164, 0.341], [0.228, 0.342, -0.245], [0.098, -0.055, -0.147], [-0.027, 0.142, 0.314], [0.170, -0.150, -0.313], [0.138, 0.000, 0.057], [-0.061, -0.127, 0.095], [0.037, -0.081, -0.120], [0.035, -0.075, 0.142], [0.028, 0.150, 0.028], [-0.089, -0.038, -0.126]],
  "lowdin_charge": [-0.029, -0.506, 0.042, -0.009, -0.163, 0.127, 0.092, 0.086, 0.092, 0.089, 0.096, 0.084],
  "homo_energy_ha": -0.3084,
  "lumo_ev": 0.804
}

***

# 5
{
  "formula": "C5H6O",
  "method": "ωB97M-V with the def2-TZVPD basis set",
  "symbols": ["C", "C", "C", "C", "C", "O", "H", "H", "H", "H", "H", "H"],
  "positions_angstrom": [[0.310, -0.511, 1.526], [0.834, 0.440, 0.439], [0.065, 0.203, -0.800], [-0.194, 0.020, -2.116], [-1.274, 0.137, -1.231], [-2.476, 0.186, -1.077], [-0.769, -0.376, 1.667], [0.481, -1.558, 1.257], [0.810, -0.312, 2.476], [1.918, 0.391, 0.317], [0.564, 1.468, 0.719], [-0.267, -0.086, -3.177]],
  "forces_ev_per_a": [[0.030, -0.041, 0.087], [0.100, 0.023, -0.063], [-0.274, 0.110, 0.063], [-1.106, 0.015, 0.111], [-0.448, 0.023, 0.118], [-0.089, -0.020, 0.306], [0.221, 0.006, -0.061], [0.030, 0.166, 0.030], [-0.051, -0.040, -0.100], [-0.077, -0.061, -0.039], [0.213, -0.107, 0.026], [1.451, -0.076, -0.479]],
  "lowdin_charge": [-0.089, -0.188, -0.086, 0.167, -0.428, 0.034, 0.085, 0.081, 0.073, 0.110, 0.129, 0.111],
  "homo_energy_ha": -0.3147,
  "lumo_ev": 0.785,
  "smiles": "CCc1cc1=O"
}

***

# 6
{
  "formula": "C5H6O",
  "method": "ωB97M-V with the def2-TZVPD basis set",
  "symbols": ["C", "C", "C", "O", "C", "C", "H", "H", "H", "H", "H", "H"],
  "positions_angstrom": [[0.303, 0.956, -0.664], [-0.933, 0.320, -0.087], [-0.620, -1.154, 0.082], [0.858, -1.347, -0.563], [1.177, -0.115, -0.064], [-0.298, -0.218, 1.149], [0.521, 1.913, -0.191], [0.382, 1.055, -1.744], [-1.935, 0.690, -0.202], [-1.235, -2.051, 0.041], [2.263, 0.077, 0.024], [-0.483, -0.128, 2.218]],
  "forces_ev_per_a": [[-0.272, 0.315, -0.434], [-0.185, 0.188, -0.176], [2.449, -0.930, -1.714], [-3.158, -0.517, 1.228], [-0.608, 0.686, 1.968], [2.863, 0.287, -0.296], [-0.162, 0.045, 0.002], [0.025, -0.011, -0.294], [-0.295, -0.020, 0.028], [0.059, 0.414, -0.158], [-0.580, -0.228, 0.212], [-0.137, -0.229, -0.365]],
  "lowdin_charge": [-0.135, -0.207, -0.103, -0.071, -0.207, -0.021, 0.120, 0.110, 0.127, 0.139, 0.138, 0.110],
  "homo_energy_ha": -0.3262,
  "lumo_ev": 1.145
}

***

# 7
{
  "formula": "C5H6O",
  "method": "ωB97M-V with the def2-TZVPD basis set",
  "symbols": ["C", "C", "O", "C", "C", "C", "H", "H", "H", "H", "H", "H"],
  "positions_angstrom": [[-1.569, 0.941, -0.231], [-0.797, -0.306, 0.203], [-0.517, -1.197, -0.839], [0.568, -1.182, 0.017], [1.705, -0.373, 0.019], [2.686, 0.281, 0.183], [-1.197, 1.094, -1.223], [-1.492, 1.847, 0.375], [-2.672, 0.781, -0.269], [-1.100, -0.541, 1.196], [0.835, -2.208, 0.310], [3.549, 0.864, 0.259]],
  "forces_ev_per_a": [[0.777, 0.138, -0.257], [-0.197, -0.521, 0.818], [-0.992, -0.010, -0.341], [-0.366, 0.582, 0.259], [0.370, 0.415, -1.233], [0.446, 0.331, -0.070], [-0.169, 0.830, -0.751], [0.598, -0.190, 0.072], [0.835, -0.635, 0.018], [-1.207, -1.728, 0.393], [-0.715, 0.395, 0.949], [0.620, 0.392, 0.144]],
  "lowdin_charge": [-0.031, -0.247, 0.011, -0.252, -0.121, 0.129, 0.066, 0.075, 0.093, 0.109, 0.152, 0.015],
  "homo_energy_ha": -0.3183,
  "lumo_ev": 0.931,
  "smiles": "C#C[C@@H]1O[C@@H]1C"
}

***

# 8
{
  "formula": "C5H6O",
  "method": "ωB97M-V with the def2-TZVPD basis set",
  "symbols": ["C", "C", "C", "C", "C", "O", "H", "H", "H", "H", "H", "H"],
  "positions_angstrom": [[-1.672, 0.490, -0.116], [-0.473, -0.440, -0.001], [0.814, 0.326, 0.232], [2.207, -1.211, -0.976], [2.116, -0.429, 0.056], [0.866, 1.478, 0.589], [-1.680, 1.191, 0.722], [-1.609, 1.078, -1.036], [-2.612, -0.069, -0.120], [-0.343, -1.085, -0.882], [-0.585, -1.133, 0.847], [2.972, -0.195, 0.685]],
  "forces_ev_per_a": [[-0.035, 0.059, 0.000], [0.051, 0.058, -0.013], [-0.037, 0.536, 0.431], [0.053, 0.095, 0.358], [0.057, -0.469, -0.526], [-0.168, -0.520, -0.168], [-0.069, -0.104, -0.113], [-0.055, -0.061, 0.121], [0.174, 0.060, -0.024], [0.036, 0.137, 0.109], [0.092, 0.122, -0.119], [-0.100, 0.087, -0.056]],
  "lowdin_charge": [-0.096, -0.190, -0.439, 0.212, -0.179, 0.101, 0.077, 0.083, 0.075, 0.109, 0.131, 0.115],
  "homo_energy_ha": -0.3817,
  "lumo_ev": -0.865
}

***

# 9
{
  "formula": "C5H6O",
  "method": "ωB97M-V with the def2-TZVPD basis set",
  "symbols": ["C", "C", "C", "C", "C", "O", "H", "H", "H", "H", "H", "H"],
  "positions_angstrom": [[1.831, -0.355, -0.384], [0.466, -0.006, -0.223], [3.124, 0.361, -0.084], [-0.662, 0.182, 0.049], [-2.129, 0.314, -0.018], [4.125, -0.109, 0.394], [2.025, -0.514, -1.458], [3.039, 1.340, -0.574], [1.833, -1.412, 0.108], [-2.727, 0.380, 0.865], [-2.424, -0.573, -0.523], [-2.258, 1.137, -0.632]],
  "forces_ev_per_a": [[1.180, -4.237, 0.399], [1.972, 1.194, 0.304], [-0.580, 0.406, 0.014], [-3.091, 0.304, 0.703], [1.563, -1.072, 0.477], [-0.869, 0.305, -0.225], [-0.173, -0.279, -0.035], [0.791, 0.680, 0.283], [0.681, 1.498, -0.915], [0.159, 0.232, 0.849], [-0.686, -0.688, -0.646], [-0.948, 1.658, -1.208]],
  "lowdin_charge": [-0.180, -0.085, -0.271, -0.063, -0.076, 0.066, 0.133, 0.121, 0.162, 0.070, 0.071, 0.052],
  "homo_energy_ha": -0.3509,
  "lumo_ev": 0.766,
  "smiles": "CC#CCC=O"
}